Entry 1:
Formula: C7H10BF2N
Source: OMol25
Level of theory: ωB97M-V with the def2-TZVPD basis set

```
21
Properties=species:S:1:pos:R:3:forces:R:3:nbo_charge:R:1
F 1.4391 2.0271 0.7686 0.4 0.1 0.0 -0.36
B -0.0958 0.3665 -0.1474 0.8 1.7 -0.7 0.69
H 0.4386 3.9180 -0.9402 0.1 -2.5 -0.8 0.22
H -0.1223 0.8804 2.2941 0.5 0.1 0.8 0.22
C -0.2713 -1.9193 0.7558 0.1 -2.1 -0.9 -0.40
N -0.1638 -0.5122 0.8825 -0.2 -0.5 1.8 -0.60
F -0.6156 2.7035 0.7783 -1.3 0.3 1.4 -0.35
H -1.3041 -2.3058 1.0580 1.2 0.4 -0.9 0.20
C 0.0268 -0.2011 2.3176 3.3 3.3 -3.0 -0.39
H 0.1968 -2.3477 -0.2148 -1.4 0.7 1.5 0.21
H -0.0052 -1.1335 -1.9986 -0.2 1.9 0.9 0.21
H -0.6975 -0.5435 2.9106 -2.9 -2.0 2.2 0.19
C 0.3904 2.7600 -1.1941 0.5 3.1 1.0 -0.19
C 0.2463 0.8454 -2.5948 -0.1 -1.4 -2.4 -0.17
H 0.2833 0.4931 -3.6824 0.1 0.4 1.6 0.21
H 0.5851 2.9593 -3.3285 -0.6 -1.5 1.8 0.23
C 0.0232 -0.0364 -1.6183 -0.2 -2.7 -1.4 -0.49
H 1.0688 -0.4667 2.6994 -1.4 0.3 -0.6 0.20
C 0.2480 1.9619 0.0635 0.2 -0.8 -1.0 0.42
H 0.3865 -2.2527 1.5353 0.4 -1.0 0.3 0.19
C 0.4017 2.2542 -2.4106 0.6 2.4 -1.6 -0.24
```
Positions in Å, forces in eV/Å.

Calculated values
HOMO level, eV: -8.816
ΔE to the lowest compared entry with this formula, charge and spin, kJ/mol: 0.00
Total charge: 0
Structure (SMILES): CN(C)B1C=CC=CC1(F)F
Max |F|, eV/Å: 5.54

***

Entry 2:
Formula: C24H67N9O8
Source: OMol25
Level of theory: ωB97M-V with the def2-TZVPD basis set

```
108
Properties=species:S:1:pos:R:3:forces:R:3:lowdin_spin:R:1
H 3.4586 4.0105 1.5762 0.1 -0.2 -0.7 0.00
C -1.3833 -4.5987 -2.2635 1.6 -1.3 -0.8 0.03
H 1.8258 -4.2746 1.8838 -0.1 0.0 -1.5 0.00
O 4.7388 2.4307 2.0995 -0.1 -0.2 -0.9 0.01
C -0.7557 -3.6580 -1.2440 0.2 -0.2 0.4 0.05
H 3.7536 -1.5722 2.4239 0.9 0.1 0.1 0.00
H 5.7155 -2.3698 1.4480 0.8 0.8 -0.6 0.01
H -0.0945 -4.1224 -0.5124 -0.2 -0.7 0.0 0.00
H 0.6390 5.7986 -2.8464 0.2 -0.3 0.1 0.00
H 0.8647 -1.6283 -0.3393 0.2 0.3 -0.2 0.04
H -6.8815 4.2713 0.0502 0.0 0.3 0.6 0.00
H -1.8656 -4.0094 -3.0434 -0.2 0.2 -0.1 0.01
C -0.7932 -5.1188 2.4060 -0.3 -0.2 1.2 0.01
H 5.7647 -3.7610 0.4165 -0.1 0.1 -0.5 0.01
N 0.4721 -0.7129 -0.1715 2.3 -0.5 -3.1 0.04
H -2.6759 -6.4858 1.1959 0.5 1.2 0.3 0.00
H 0.5089 -4.7820 -3.3429 0.2 0.2 0.0 0.02
C 0.8334 5.3270 -3.8096 -0.6 -2.2 -1.6 0.00
H -3.0146 0.6919 1.7321 -0.3 0.1 -0.4 0.00
H 0.7480 1.5895 2.5060 0.3 -0.5 0.1 0.00
C 3.2270 -2.3460 1.8655 0.1 0.3 2.4 0.02
N -2.2657 -5.5832 -1.6381 -0.1 0.6 0.3 0.00
C 2.1443 -2.7784 2.9604 1.4 0.0 -1.6 0.01
H 2.2873 1.1289 1.6017 -0.1 -0.3 0.4 0.01
H -1.2707 -4.4066 1.7331 0.3 0.2 -0.2 0.00
C 2.2915 3.5107 -1.4424 0.1 0.6 -0.4 0.03
N -0.4687 -1.2993 1.6790 -1.3 -3.3 4.0 0.01
H 2.6814 6.1023 -4.1455 0.1 0.2 0.7 0.00
H -1.5342 -3.1752 -0.6533 -0.1 0.3 -0.1 0.01
H 5.4621 3.1593 0.1684 -1.0 -0.2 0.0 0.01
H -5.9332 3.1132 1.0504 -0.2 -0.2 -0.1 0.00
H -1.1723 4.8670 -0.3577 -0.6 0.4 -0.2 0.00
H -3.4110 2.4565 -1.7561 -0.5 0.1 -0.8 0.01
H 0.6739 3.6506 3.8974 -0.1 -1.0 -0.7 0.00
H -1.1161 -1.2073 2.4488 0.1 0.2 -0.3 0.01
H -4.5921 1.0694 2.3532 0.4 0.0 0.5 0.00
C -5.3965 3.2572 -1.0332 1.4 -1.7 0.2 0.00
H -0.6704 -7.6329 -5.2722 0.8 -0.6 -0.6 0.00
N 1.1642 -3.6027 2.2456 0.8 -1.0 0.7 0.00
H -2.9531 -5.0729 -1.1022 -0.3 -0.1 0.1 0.01
H 0.6059 0.0821 -0.7799 0.4 -0.6 -0.6 0.06
H 0.1853 -2.0686 1.7019 -0.1 -0.5 0.1 0.00
O -0.8182 -6.1541 -4.1021 0.4 -0.1 1.3 0.00
H 2.6771 -3.3084 3.7499 0.3 -0.6 -0.1 0.00
H 1.0971 -5.2570 3.5250 -0.2 -0.5 0.0 0.00
H 1.5151 3.3883 -4.6544 0.7 0.3 0.0 0.01
C -0.5372 5.1862 -4.5491 0.0 1.1 -0.4 0.00
O -3.3993 2.1821 4.4170 -1.2 0.5 1.4 0.00
H 4.2185 4.1216 3.0852 0.0 0.1 0.6 0.00
C 2.4383 2.8150 2.9817 0.5 -1.5 0.9 0.01
C 5.1435 -2.9090 0.6929 1.3 -0.3 1.4 0.08
C 3.7764 3.3872 2.4120 -1.5 1.0 0.3 0.01
H -0.9502 6.1858 -4.6843 -0.3 0.1 0.4 0.00
C -2.9452 1.8124 3.3559 -1.4 0.8 2.0 0.01
H 0.5889 3.2331 -3.2169 -0.2 -0.1 0.2 0.01
H -1.2879 4.5389 -4.0957 0.2 0.2 0.6 0.00
H 2.8791 -1.7351 1.0325 -0.6 -0.7 -0.5 0.02
H 1.7505 -1.9364 3.5296 -0.4 0.4 -0.7 0.00
C 1.6748 1.9189 2.0362 -0.2 1.0 -1.1 0.01
H -5.4291 3.8496 -1.9476 -0.2 0.7 0.5 0.00
H -1.3719 3.5854 -1.5403 0.1 -0.2 -0.1 0.00
H 4.8750 -2.2577 -0.1388 -0.3 -0.2 -0.1 0.05
N -3.5901 1.1884 2.3972 -2.3 -2.1 -2.5 0.00
H 2.1347 2.4458 -1.2709 0.2 -0.2 -0.1 0.02
H 1.9719 5.7551 -5.4527 -0.5 -0.2 -0.5 0.00
C 0.4038 -4.5158 3.1276 0.3 1.0 -0.3 0.01
H 1.9860 4.3206 4.3000 0.7 0.2 -0.1 0.00
H 0.1527 -3.9108 3.9989 -0.8 -0.1 0.1 0.00
O -0.9704 0.6170 0.6867 -2.7 2.6 0.1 0.02
H 1.3354 2.4992 1.1783 -0.1 0.2 -0.2 0.00
H -1.4304 1.6553 2.1144 0.8 0.2 -0.1 0.00
H 1.4214 4.0429 -1.0581 -0.1 0.2 0.2 0.00
O 2.5302 3.8437 -2.7911 -0.7 -0.3 -2.0 0.04
H -3.6166 2.0925 -0.1750 -0.5 0.3 1.0 0.00
C -5.8908 3.8741 0.2711 0.3 0.1 -0.7 0.00
C -0.2790 -5.4399 -2.9762 -0.2 0.5 -0.5 0.03
H -2.7569 -6.1091 -2.3468 0.0 0.0 -0.2 0.00
C 1.3598 3.8497 -3.6792 0.0 1.2 2.3 0.04
H 6.2570 3.7839 1.5542 0.0 0.2 0.5 0.00
C 5.7254 2.9030 1.1946 0.9 -0.4 0.3 0.03
H 2.6709 2.1190 3.7875 0.6 0.0 0.4 0.00
H -1.3174 3.2738 0.2071 -0.6 -0.5 0.1 0.00
C 0.1042 -7.0300 -4.7983 -2.1 1.3 -0.1 0.01
H -1.5121 -7.3420 0.2520 0.2 0.4 -0.1 0.00
H -6.1703 1.3971 -0.6299 0.7 -0.5 0.3 0.00
H -5.1659 4.5921 0.6547 -0.4 0.4 -0.2 0.00
H -0.0851 -2.9164 -1.6780 -0.5 0.2 -0.5 0.04
H -1.9880 -7.9097 1.7608 0.6 0.0 1.0 0.00
N 1.5763 3.8644 3.4974 0.3 1.6 0.2 0.00
H 0.7859 -7.6420 -4.2076 -0.1 0.3 0.3 0.00
N -1.7192 2.0095 3.0150 4.2 0.9 -0.5 0.00
H -1.5217 -5.3014 3.1960 -0.4 -0.3 0.1 0.00
O 4.1230 -3.4221 1.4991 -2.9 0.5 0.0 0.02
O -0.4926 -6.3370 1.7431 -1.6 0.0 -0.1 0.00
N 1.7635 6.1789 -4.5599 0.0 0.0 0.0 0.00
H -7.1748 2.2657 -1.3219 -0.4 0.6 -0.6 0.00
H 0.1652 -6.1408 -2.2694 0.0 -0.1 0.2 0.00
C -0.4388 -0.4715 0.7131 0.9 2.0 -0.3 0.03
H -1.1231 2.5369 3.6368 -0.2 -0.4 -0.3 0.00
O -3.1469 4.1266 -0.6126 0.6 -0.7 0.7 0.00
C -3.8725 2.8923 -0.8700 0.6 0.6 -0.8 0.01
C -1.7076 -6.9819 1.2621 0.6 -1.3 -0.9 0.01
H 3.1986 3.8904 -0.9722 -0.2 -0.3 0.6 0.00
H -0.5431 4.8443 -5.5841 0.9 -0.3 -0.1 0.00
H 6.4604 2.1020 1.1152 0.0 0.0 0.1 0.01
C -1.7051 3.9388 -0.5645 -0.6 0.1 -0.3 0.00
H 0.5921 -6.3734 -5.5187 0.6 -0.5 -0.2 0.00
N -6.1929 2.0442 -1.4051 0.4 0.1 0.5 0.00
```
Positions in Å, forces in eV/Å.

Calculated values
HOMO level (spin up / spin down), eV: 0.470 / -7.166
Total charge: -1
2S+1: 2
Max |F|, eV/Å: 5.36

***

Entry 3:
Formula: C6H11N2O
Source: OMol25
Level of theory: ωB97M-V with the def2-TZVPD basis set

```
20
Properties=species:S:1:pos:R:3:forces:R:3:nbo_charge:R:1
H -1.0397 0.6444 -1.4666 0.0 0.9 -1.9 0.25
H 3.2644 -0.5414 -1.2715 0.7 0.1 1.5 0.19
H 1.0067 0.1136 -1.0685 0.2 0.8 -1.8 0.19
H 4.2020 -0.4072 0.4711 -1.5 -0.1 -1.6 0.24
C -1.7678 0.5470 -0.7185 1.9 -1.0 1.9 -0.49
H 0.0139 -1.8099 0.8189 -0.2 -0.1 0.2 0.43
H -2.7885 0.6291 -0.8861 -1.6 0.2 -1.3 0.25
H -2.3786 2.0508 0.7025 1.0 0.5 0.1 0.24
O 2.1434 -0.6501 0.4717 -1.9 0.4 -0.4 -0.47
H 3.3871 0.8792 -0.3000 -0.7 3.1 0.1 0.20
N -0.1678 -1.0463 0.1826 1.1 0.1 -1.2 -0.54
N -2.3227 -1.5746 0.3767 -0.6 -2.3 0.2 -0.74
C -1.4513 -0.7897 -0.2184 2.1 0.7 3.1 0.53
C -0.1230 1.8767 0.6700 -1.8 -1.8 -1.6 -0.20
H -3.2610 -1.2446 0.4778 -0.5 -0.3 -0.1 0.43
H -2.0828 -2.5510 0.7012 -0.6 1.9 -0.4 0.43
C 3.3021 -0.1328 -0.2080 1.7 -3.6 -0.1 -0.26
C 0.9871 -0.3356 -0.1381 -0.7 0.9 2.1 0.40
C -1.3936 1.6746 0.3632 1.0 -0.8 0.2 -0.30
H 0.4701 2.6679 1.0400 0.4 0.5 0.8 0.22
```
Positions in Å, forces in eV/Å.

Calculated values
HOMO level (spin up / spin down), eV: -11.381 / -11.933
ΔE to the lowest compared entry with this formula, charge and spin, kJ/mol: 544.65
Total charge: +1
Max |F|, eV/Å: 3.97

***

Q: What is the max |F| in the second record?
A: 5.36 eV/Å

***

Q: What is the formula in the third record?
A: C6H11N2O